Below is 3 unconnected molecules or ions with the total composition C25H51N4O11, with properties calculated with the ωB97M-V functional and the def2-TZVPD basis.

Last column: Löwdin charge in e.
Geometry (Å):
1 C -4.334 -2.384 9.105  -0.080
2 C -3.619 -2.514 7.757  -0.158
3 C -4.419 -3.312 6.755  -0.471
4 O -5.172 -4.193 7.027  0.177
5 O -4.242 -2.917 5.433  -0.036
6 C -3.050 -3.373 4.808  -0.170
7 C -2.235 -2.153 4.361  -0.057
8 C -1.396 -2.421 3.155  -0.221
9 N -1.586 -3.429 2.304  0.224
10 C -0.647 -3.295 1.363  -0.340
11 N -0.465 -4.074 0.308  0.240
12 N 0.109 -2.228 1.633  -0.040
13 O 1.159 -1.758 0.929  0.124
14 N -0.376 -1.646 2.787  0.045
15 C 0.199 -0.431 3.360  -0.073
16 C 0.320 0.740 2.369  -0.153
17 C 1.769 1.098 2.019  -0.175
18 C 1.856 1.710 0.628  -0.177
19 O 3.134 2.306 0.388  -0.048
20 C 4.120 1.398 0.061  -0.503
21 C 4.544 1.435 -1.384  0.038
22 O 4.576 0.656 0.882  0.131
23 H -4.319 -3.326 9.652  0.083
24 H -3.837 -1.628 9.715  0.077
25 H -5.374 -2.088 8.961  0.086
26 H -2.660 -3.030 7.897  0.126
27 H -3.398 -1.532 7.333  0.114
28 H -3.322 -3.991 3.953  0.124
29 H -2.459 -3.992 5.490  0.141
30 H -1.589 -1.810 5.174  0.125
31 H -2.929 -1.337 4.131  0.150
32 H -1.105 -4.836 0.158  0.136
33 H 0.275 -3.911 -0.356  0.123
34 H 1.969 -2.020 1.404  0.160
35 H 1.167 -0.682 3.808  0.142
36 H -0.473 -0.170 4.178  0.126
37 H -0.195 1.603 2.794  0.125
38 H -0.218 0.479 1.451  0.119
39 H 2.174 1.833 2.718  0.136
40 H 2.405 0.212 2.080  0.090
41 H 1.648 0.968 -0.155  0.134
42 H 1.130 2.522 0.524  0.132
43 H 4.221 0.507 -1.861  0.097
44 H 5.635 1.468 -1.423  0.100
45 H 4.122 2.287 -1.910  0.066
46 C 2.851 4.901 -2.086  -0.113
47 O 1.732 5.706 -2.367  -0.178
48 C 0.477 5.081 -2.206  -0.200
49 C -0.456 5.840 -1.289  -0.183
50 O -0.057 5.871 0.068  -0.127
51 C 1.012 6.722 0.451  -0.182
52 C 0.690 8.200 0.457  -0.203
53 O 0.490 8.711 -0.844  -0.191
54 C -0.663 9.506 -1.021  -0.107
55 H 3.181 4.352 -2.976  0.087
56 H 3.666 5.545 -1.756  0.096
57 H 2.636 4.189 -1.282  0.064
58 H 0.602 4.062 -1.818  0.114
59 H -0.011 5.005 -3.186  0.129
60 H -1.396 5.281 -1.284  0.128
61 H -0.667 6.836 -1.683  0.116
62 H 1.915 6.527 -0.132  0.114
63 H 1.219 6.448 1.489  0.127
64 H 1.544 8.713 0.918  0.129
65 H -0.186 8.381 1.088  0.124
66 H -1.492 9.157 -0.397  0.088
67 H -0.960 9.433 -2.067  0.088
68 H -0.464 10.556 -0.788  0.089
69 C 2.074 -6.578 -6.046  -0.107
70 O 1.767 -5.239 -5.719  -0.198
71 C 1.319 -4.432 -6.791  -0.198
72 C 0.067 -3.657 -6.449  -0.181
73 O -1.093 -4.443 -6.247  -0.110
74 C -1.214 -5.210 -5.069  -0.185
75 C -1.505 -4.417 -3.814  -0.194
76 O -0.405 -3.614 -3.406  -0.206
77 C -0.700 -2.263 -3.140  -0.119
78 H 3.126 -6.688 -6.329  0.088
79 H 1.886 -7.192 -5.165  0.084
80 H 1.449 -6.947 -6.864  0.090
81 H 1.138 -5.039 -7.684  0.125
82 H 2.098 -3.699 -7.039  0.128
83 H -0.166 -3.049 -7.327  0.132
84 H 0.249 -2.973 -5.616  0.111
85 H -0.358 -5.871 -4.919  0.116
86 H -2.093 -5.837 -5.240  0.134
87 H -1.732 -5.142 -3.021  0.119
88 H -2.396 -3.801 -3.966  0.126
89 H -1.526 -1.889 -3.749  0.094
90 H 0.189 -1.674 -3.370  0.087
91 H -0.951 -2.113 -2.080  0.068

Forces on atoms 1 to 2 (eV/Å):
C 0.1 0.0 0.0
C 0.0 0.1 0.1

## Properties
maximum force	0.009	hartree/bohr
M	583.70	g/mol
multiplicity	1
E_LUMO	-2.872	eV
E_HOMO	-10.7	eV
charge	+1
HOMO-LUMO gap	7.82	eV